# 1
ORCA calculation (ωB97M-V/def2-TZVPD) on C3H9O4P in the gas phase.

Properties
SMILES string = CC(O)(O)[PH2]=C(O)O
Energy above the lowest of the compared OMol25 structures with the same formula, charge and spin = 144.2 kcal/mol
Total energy = -20731.0247 eV
Highest occupied orbital energy (spin up / spin down) = -6.54 / -6.46 eV
LUMO (spin up / spin down) = 0.0174 / 0.0202 hartree

```
! wB97M-V def2-TZVPD RIJCOSX def2/J DEFGRID3
* xyz 0 1
P 1.055 -0.147 -0.668
O 1.847 0.076 1.967
O -1.444 0.442 -1.118
O -0.502 1.771 0.558
O 3.421 -0.484 0.395
C -0.764 0.470 0.122
C -1.350 -0.442 1.145
C 2.131 -0.207 0.680
H -2.360 0.490 -0.985
H -1.624 -1.345 0.624
H -2.081 0.089 1.717
H 3.818 -0.976 1.105
H -0.542 -0.754 1.905
H 0.900 0.366 2.093
H 2.236 -0.590 -1.361
H 0.887 1.153 -1.393
H -0.616 2.305 -0.138
*
```



# 2
ORCA calculation (ωB97M-V/def2-TZVPD) on C2HBrO in the gas phase.

Properties
Energy above the lowest of the compared OMol25 structures with the same formula, charge and spin = 65.8 kcal/mol
Total energy = -74175.8529 eV
Highest occupied orbital energy (spin up / spin down) = -9.16 / -9.16 eV
LUMO (spin up / spin down) = -0.0568 / -0.0567 hartree

```
! wB97M-V def2-TZVPD RIJCOSX def2/J DEFGRID3
* xyz 0 1
Br -0.436 2.466 -2.360
O -1.273 -0.622 -1.132
C -0.471 0.152 -0.622
C -0.685 1.505 -0.870
H 0.183 -0.131 0.226
*
```



# 3
ORCA calculation (ωB97M-V/def2-TZVPD) on C5H7NO in the gas phase.

Properties
SMILES string = C=NCCC=C=O
Energy above the lowest of the compared OMol25 structures with the same formula, charge and spin = 46.9 kcal/mol
Total energy = -8834.1686 eV
Highest occupied orbital energy = -8.81 eV
LUMO = 0.0316 hartree

```
! wB97M-V def2-TZVPD RIJCOSX def2/J DEFGRID3
* xyz 0 1
O 1.947 1.231 -1.360
N 0.377 -1.288 0.525
C -1.357 0.294 -0.197
C 1.579 -0.946 0.716
C -0.478 0.691 -1.365
C -0.633 -0.359 0.995
C 0.803 0.978 -1.341
H -1.903 1.170 0.180
H -1.373 -0.915 1.583
H 1.866 -0.025 1.248
H -0.903 0.705 -2.363
H -2.109 -0.401 -0.582
H 2.387 -1.554 0.310
H -0.203 0.418 1.651
*
```



# 4
ORCA calculation (ωB97M-V/def2-TZVPD) on 10 unconnected molecules or ions with the total composition C31H53BFO26S3.

Properties
Total energy = -122142.9028 eV
Highest occupied orbital energy = -6.10 eV
LUMO = 0.0736 hartree

```
! wB97M-V def2-TZVPD RIJCOSX def2/J DEFGRID3
* xyz -1 1
S -21.058 -20.889 -11.902
S -27.031 -14.647 -12.976
S -25.777 -11.659 -11.076
F -30.740 -28.220 -14.358
O -25.086 -17.611 -19.566
O -22.602 -18.104 -8.094
O -29.645 -19.399 -9.422
O -25.210 -25.259 -10.284
O -27.390 -20.795 -14.593
O -30.453 -20.652 -7.598
O -23.368 -19.547 -6.734
O -27.658 -13.395 -13.551
O -23.048 -17.039 -11.557
O -25.524 -15.798 -18.223
O -26.434 -19.262 -13.262
O -25.777 -20.716 -11.454
O -24.956 -24.975 -8.000
O -25.990 -17.714 -17.450
O -26.439 -22.643 -12.465
O -29.834 -14.822 -8.220
O -24.223 -18.921 -12.130
O -26.771 -11.669 -12.227
O -25.430 -16.458 -9.870
O -21.935 -17.922 -5.888
O -25.397 -23.328 -9.457
O -26.176 -18.391 -10.892
O -30.828 -18.410 -7.798
O -19.737 -21.661 -11.846
O -28.562 -15.927 -6.663
O -30.436 -15.044 -5.979
C -30.316 -19.614 -8.211
C -31.722 -14.334 -6.064
C -26.219 -19.123 -17.563
C -25.276 -17.421 -10.653
C -25.566 -22.390 -8.489
C -26.874 -20.422 -13.543
C -22.155 -21.413 -10.549
C -24.713 -26.561 -10.413
C -28.618 -25.526 -13.017
C -31.877 -18.357 -6.839
C -28.947 -25.625 -11.681
C -30.469 -27.540 -12.171
C -25.111 -24.561 -9.141
C -27.598 -16.387 -7.600
C -28.396 -15.802 -12.484
C -29.561 -15.182 -7.071
C -29.123 -26.466 -13.925
C -28.687 -20.404 -9.870
C -26.497 -15.700 -14.432
C -21.914 -17.019 -8.464
C -22.598 -18.412 -6.799
C -25.229 -14.837 -19.316
C -23.612 -19.972 -5.379
C -21.986 -21.434 -13.389
C -30.075 -27.389 -13.529
C -24.247 -12.430 -11.787
C -26.392 -21.397 -12.349
C -25.514 -17.100 -18.507
C -29.868 -26.643 -11.313
C -24.042 -17.761 -11.506
C -26.095 -12.977 -9.820
B -25.661 -19.329 -11.956
H -24.253 -26.911 -9.489
H -23.948 -26.651 -11.184
H -26.793 -12.498 -9.133
H -21.334 -21.256 -14.244
H -28.765 -26.557 -14.940
H -27.328 -15.753 -15.136
H -23.546 -12.888 -11.089
H -23.060 -20.811 -10.467
H -22.980 -20.988 -13.449
H -25.192 -13.829 -18.903
H -25.004 -22.617 -7.583
H -27.868 -20.549 -9.166
H -31.324 -28.148 -11.914
H -24.041 -19.198 -4.743
H -29.033 -16.005 -13.345
H -32.855 -18.150 -7.273
H -25.345 -19.759 -17.702
H -26.039 -14.828 -20.046
H -26.302 -16.717 -14.090
H -26.617 -22.420 -8.203
H -27.891 -16.984 -8.463
H -31.828 -17.565 -6.091
H -25.474 -21.401 -8.940
H -23.633 -11.683 -12.290
H -29.113 -21.389 -10.061
H -24.230 -20.853 -5.207
H -21.187 -17.209 -9.254
H -21.558 -16.412 -7.632
H -25.559 -15.381 -14.885
H -25.224 -13.368 -9.293
H -32.356 -15.106 -6.500
H -26.845 -19.320 -18.433
H -27.791 -24.900 -13.318
H -28.949 -15.348 -11.661
H -22.546 -22.418 -10.705
H -28.110 -16.836 -12.294
H -31.691 -13.464 -6.721
H -24.473 -13.283 -12.426
H -22.000 -22.518 -13.281
H -22.687 -20.069 -4.809
H -30.166 -26.632 -10.274
H -24.232 -14.942 -19.744
H -26.753 -16.820 -7.065
H -28.346 -20.013 -10.829
H -32.009 -19.321 -6.347
H -21.523 -21.379 -9.662
H -26.546 -13.818 -10.345
H -28.532 -24.837 -11.070
H -32.136 -14.057 -5.095
H -26.662 -19.360 -16.596
H -27.250 -15.447 -8.027
H -22.541 -16.383 -9.088
H -25.555 -27.184 -10.714
*
```



# 5
ORCA calculation (ωB97M-V/def2-TZVPD) on a molecular structure, H8LiO4.

Properties
Energy above the lowest of the compared OMol25 structures with the same formula, charge and spin = 1055.7 kcal/mol
Total energy = -8476.0539 eV
Highest occupied orbital energy = -14.80 eV
LUMO = -0.3707 hartree

```
! wB97M-V def2-TZVPD RIJCOSX def2/J DEFGRID3
* xyz 1 1
O -0.863 -2.080 -2.073
O -2.637 2.341 -0.111
O 1.824 -2.750 -1.550
O -0.820 2.146 -1.560
Li 0.528 1.720 -0.534
H -0.055 -0.277 0.348
H -1.720 -2.118 -0.732
H -0.672 -0.738 1.970
H -1.281 0.371 1.675
H 1.951 -0.018 2.035
H 1.932 -1.082 -0.453
H -0.587 2.198 0.649
H 2.400 0.286 0.336
*
```



# 6
ORCA calculation (ωB97M-V/def2-TZVPD) on C5H7FN2O2 in the gas phase.

Properties
Energy above the lowest of the compared OMol25 structures with the same formula, charge and spin = 99.8 kcal/mol
Total energy = -15086.0484 eV
Highest occupied orbital energy (spin up / spin down) = -8.86 / -8.44 eV
LUMO (spin up / spin down) = -0.0110 / -0.0181 hartree

```
! wB97M-V def2-TZVPD RIJCOSX def2/J DEFGRID3
* xyz 0 1
F -1.018 -1.556 -1.752
O 1.648 1.245 -0.492
O 1.150 -3.093 0.894
N 1.814 -0.898 0.270
N -0.941 -1.211 -0.370
C 1.157 -2.044 0.390
C -0.498 0.107 -0.184
C -0.949 1.216 -1.166
C -0.744 0.448 1.348
C 1.049 0.288 -0.160
H -2.001 1.336 -1.342
H -0.412 1.086 -2.231
H 2.736 -0.646 0.378
H 0.262 0.519 1.672
H -1.418 1.334 1.552
H -1.400 -0.306 1.938
H -0.434 2.174 -0.746
*
```